1.
The following is a quantum chemistry calculation of a cluster of 2 separate species, C6H14N2O2 in total, from OMol25.

```
24
Properties=species:S:1:pos:R:3:forces:R:3:nbo_charge:R:1
C -1.779 2.487 0.177 0.3045 -2.8903 0.4301 -0.417
N -0.499 1.735 0.168 1.2241 1.5250 -0.6005 -0.630
C 0.692 2.454 0.093 -0.1664 -1.0262 1.6058 0.672
C 1.988 1.687 -0.126 -0.8501 -1.2274 -1.1120 -0.699
O 0.735 3.635 0.334 -0.2403 0.7117 -0.3664 -0.610
H -1.674 3.456 -0.280 -0.0802 0.2674 0.2470 0.236
H -2.463 1.814 -0.349 -0.1684 0.5389 -0.4862 0.194
H -2.152 2.388 1.197 -0.0328 1.1676 0.0632 0.206
H -0.483 0.771 -0.110 -0.1314 0.2354 -0.0158 0.374
H 2.831 2.029 0.459 -0.1233 0.4403 -0.0374 0.249
H 1.907 0.594 0.011 -0.1439 0.3956 0.2005 0.187
H 2.153 1.773 -1.207 0.5264 0.2171 0.1917 0.237
C 1.516 -2.585 0.764 -0.9986 -1.1185 2.0059 -0.439
N 0.304 -1.822 0.485 1.2314 0.2532 0.0932 -0.619
C -0.743 -2.341 -0.208 -0.2871 -1.0563 -0.5662 0.673
C -1.704 -1.410 -0.928 0.5878 -0.7389 0.5974 -0.692
O -0.878 -3.546 -0.327 -0.0389 0.0653 0.2288 -0.619
H 1.277 -3.624 0.970 -0.3325 -0.3086 -0.8940 0.239
H 2.270 -2.510 0.001 0.3642 0.1675 -0.1576 0.199
H 1.840 -2.373 1.797 0.4909 0.8297 -0.6400 0.209
H 0.589 -0.867 0.396 -0.7841 0.4927 -0.1583 0.373
H -2.676 -1.372 -0.433 0.2061 0.2212 0.1139 0.245
H -1.201 -0.458 -1.002 -0.5567 0.3843 -0.5688 0.180
H -1.850 -1.915 -1.881 -0.0006 0.4534 -0.1743 0.254
```
Positions in Å, forces in eV/Å.

The frontier orbital gap comes out at 10.4632 eV. As for the lowest unoccupied orbital energy: 0.6 eV. The total energy is -497.0033 Ha. The highest occupied orbital energy is -0.3631 hartree. The value obtained for the energy above the lowest of the compared OMol25 structures with the same formula, charge and spin is 142.4 kJ/mol.

2.
The following is a quantum chemistry calculation of a cluster of 3 separate species, C6H14N2O2 in total, from OMol25.

```
24
Properties=species:S:1:pos:R:3:forces:R:3:nbo_charge:R:1
C 4.511 -0.555 -0.195 -0.2652 -0.6561 0.0324 1.021
C -1.789 -1.232 -0.905 -1.3052 0.7773 -1.9876 -0.618
C -0.495 -1.737 1.270 0.6324 -0.9160 -1.4694 -0.599
C 1.582 1.958 -0.611 0.4776 -1.6710 -0.7781 -0.429
C -1.287 1.481 1.210 -0.9668 -3.4186 -1.4308 -0.564
C -0.551 -1.083 -0.149 2.9711 -1.5436 1.6223 -0.107
N 0.713 0.756 -0.847 -0.1075 1.1192 -1.8671 -0.414
N 0.171 0.119 0.179 -0.8542 2.8281 1.1933 -0.210
O 4.418 -0.472 -1.331 -0.0238 0.5659 -1.9640 -0.513
O 4.574 -0.739 0.931 0.2436 0.1026 1.9281 -0.508
H -1.687 -0.787 -1.940 -0.0161 -0.5370 0.8502 0.200
H -1.957 -2.324 -1.040 -0.2778 0.8241 0.1572 0.226
H -2.612 -0.700 -0.471 -0.8315 -0.0932 0.4337 0.209
H 0.395 -2.432 1.357 -1.1548 0.6195 -0.1648 0.210
H -1.429 -2.261 1.341 -0.3787 -0.5023 1.0525 0.194
H -0.308 -0.918 1.947 -0.5259 -0.2369 0.5131 0.235
H 2.429 1.850 -1.345 -0.7669 0.3661 0.6572 0.207
H 1.131 2.952 -0.731 -0.3315 -0.3981 0.0485 0.196
H 2.013 1.861 0.390 -0.2480 -0.0101 -0.1372 0.218
H -0.674 2.259 1.456 1.7254 1.7601 0.7565 0.169
H -2.102 1.773 0.543 0.2150 -0.2854 0.0276 0.173
H -1.570 0.778 2.000 0.0564 0.5379 -0.1970 0.186
H 0.088 -1.675 -0.818 0.8999 0.2305 0.3670 0.186
H 0.079 0.780 -1.666 0.8326 0.5373 0.3564 0.332
```
Positions in Å, forces in eV/Å.

The frontier orbital gap (spin up / spin down) comes out at 7.8556 / 7.7771 eV. As for the lowest unoccupied orbital energy (spin up / spin down): 0.6 / 0.6 eV. The total energy is -496.8578 Ha. The highest occupied orbital energy (spin up / spin down) is -0.2668 / -0.2637 hartree. The value obtained for the energy above the lowest of the compared OMol25 structures with the same formula, charge and spin is 524.4 kJ/mol.

3.
The following is a quantum chemistry calculation of a cluster of 2 separate species, C6H14N2O2 in total, from OMol25.

```
24
Properties=species:S:1:pos:R:3:forces:R:3:nbo_charge:R:1
C 1.887 -2.433 -0.637 -1.4246 -0.5205 1.1129 -0.429
N 0.460 -2.063 -0.432 1.0622 -1.4609 2.9216 -0.599
C 0.043 -2.121 0.937 3.2848 -3.5637 -0.9397 0.639
C -1.180 -1.619 1.477 -4.2533 -0.2859 2.5267 -0.727
O 0.677 -2.906 1.646 -0.2176 0.9648 0.1113 -0.615
H 2.051 -2.938 -1.528 -0.2241 -0.9108 -1.9997 0.195
H 2.565 -1.638 -0.632 0.7598 1.7238 0.1971 0.180
H 2.210 -3.120 0.123 -0.2027 -0.1458 0.4968 0.242
H 0.228 -1.234 -0.842 -1.0315 2.5888 -1.6492 0.372
H -1.910 -1.194 0.826 -0.2084 0.3682 -1.0396 0.240
H -1.774 -2.533 1.982 1.5775 1.8149 -1.1869 0.257
H -1.149 -0.894 2.323 0.8010 -0.5347 -0.5852 0.245
C 0.715 2.292 -2.062 -1.5056 -4.4998 0.1114 -0.447
N 0.211 2.163 -0.683 -0.0701 -0.3072 0.6418 -0.634
C -1.005 1.614 -0.238 0.7522 -0.0286 -4.0047 0.643
C -1.287 2.049 1.114 -2.3628 2.0657 3.8518 -0.739
O -1.793 0.967 -0.982 2.2502 1.5942 1.9655 -0.620
H 0.782 1.103 -2.445 -0.6076 3.1539 0.2777 0.193
H -0.150 2.852 -2.596 2.4924 -0.6024 0.0602 0.242
H 1.814 2.462 -1.982 -1.1966 1.1734 -0.5931 0.233
H 0.839 2.546 0.024 -0.7403 -0.1537 -0.2202 0.388
H -1.078 3.192 1.400 -0.4088 -2.3274 -1.3077 0.239
H -2.424 1.901 1.262 1.8990 0.1086 0.0888 0.256
H -0.733 1.552 1.945 -0.4253 -0.2149 -0.8378 0.247
```
Positions in Å, forces in eV/Å.

The frontier orbital gap comes out at 9.9242 eV. As for the lowest unoccupied orbital energy: 0.5 eV. The total energy is -496.9448 Ha. The highest occupied orbital energy is -0.3470 hartree. The value obtained for the energy above the lowest of the compared OMol25 structures with the same formula, charge and spin is 296.0 kJ/mol.

4.
The following is a quantum chemistry calculation of a cluster of 2 separate species, C6H14N2O2 in total, from OMol25.

```
24
Properties=species:S:1:pos:R:3:forces:R:3:nbo_charge:R:1
C 1.248 -1.544 -1.706 -0.6156 1.9365 -1.8547 -0.425
N 0.102 -2.159 -1.092 1.9965 3.8877 3.9118 -0.620
C -0.238 -1.671 0.189 0.6481 -3.0988 -2.7499 0.671
C -1.222 -2.499 0.927 -2.6203 -1.2134 2.6620 -0.728
O 0.492 -0.826 0.577 0.8192 2.1679 2.5091 -0.618
H 2.049 -2.069 -1.296 2.0239 -0.4324 0.3455 0.194
H 1.247 -1.667 -2.851 -0.1636 0.1485 1.8141 0.201
H 1.336 -0.436 -1.426 -0.1742 -1.6587 -0.6176 0.232
H -0.406 -2.669 -1.648 -3.7967 -3.5090 -3.0669 0.376
H -1.355 -3.422 0.385 0.2393 -0.4565 -0.1368 0.228
H -1.067 -2.843 2.081 0.3294 1.3672 -2.8685 0.255
H -2.291 -2.128 0.924 1.2294 0.3026 0.0009 0.244
C 1.902 1.810 0.691 -0.7234 -4.2924 -1.0666 -0.410
N 0.444 1.805 0.957 -1.4887 -0.0448 -0.4673 -0.648
C -0.403 2.470 0.036 2.1042 -0.6878 1.0184 0.670
C -1.858 2.239 0.215 -2.2251 2.2906 0.9473 -0.724
O 0.080 3.118 -0.869 -0.3254 0.3959 -0.1160 -0.610
H 2.190 1.582 -0.389 -0.8395 0.3107 1.0246 0.190
H 2.454 2.657 0.922 0.4128 1.8058 0.9241 0.201
H 2.287 0.894 1.249 -0.2436 1.4150 -0.4692 0.208
H 0.009 0.899 1.337 1.4375 2.0476 -0.7470 0.421
H -2.107 1.287 -0.070 -0.3437 -2.6795 -1.0144 0.222
H -2.328 2.287 1.218 1.0785 0.1743 -0.0013 0.230
H -2.564 2.885 -0.362 1.2409 -0.1770 0.0185 0.239
```
Positions in Å, forces in eV/Å.

The frontier orbital gap comes out at 9.5852 eV. As for the lowest unoccupied orbital energy: 0.6 eV. The total energy is -496.9646 Ha. The highest occupied orbital energy is -0.3305 hartree. The value obtained for the energy above the lowest of the compared OMol25 structures with the same formula, charge and spin is 243.9 kJ/mol.

5.
The following is a quantum chemistry calculation of a cluster of 2 separate species, C6H14N2O2 in total, from OMol25.

```
24
Properties=species:S:1:pos:R:3:forces:R:3:nbo_charge:R:1
C 0.869 0.843 -2.600 0.1964 -0.8131 -0.1297 -0.433
N -0.057 1.508 -1.701 -1.2426 -1.3406 -0.3383 -0.646
C -1.232 0.776 -1.354 1.3873 1.7577 1.6678 0.688
C -2.116 1.666 -0.473 0.2025 0.2355 -0.5105 -0.708
O -1.334 -0.410 -1.483 -0.1932 -0.5191 -0.5497 -0.580
H 1.102 -0.159 -2.226 0.0166 0.2682 0.4337 0.216
H 0.430 0.579 -3.574 0.1629 0.6778 -0.0403 0.196
H 1.812 1.393 -2.665 -0.3216 0.0278 -0.2381 0.208
H -0.240 2.484 -1.863 0.2046 0.0858 -0.0674 0.383
H -3.149 1.388 -0.427 -0.4867 -0.4677 -0.2103 0.236
H -1.743 1.661 0.554 0.0959 -0.0282 -0.2938 0.235
H -2.063 2.682 -0.866 -0.0777 0.1042 0.2445 0.206
C -0.255 0.239 2.417 -1.0054 -1.3004 -0.1728 -0.419
N 0.731 -0.506 1.659 0.7659 0.0477 -0.4728 -0.610
C 0.943 -1.836 1.780 -1.9013 -1.0554 1.0128 0.657
C 1.474 -2.561 0.602 1.3382 0.5959 -1.5677 -0.697
O 0.506 -2.498 2.718 0.2652 0.6460 0.0657 -0.631
H -0.087 0.189 3.482 0.7356 0.6816 0.3133 0.218
H -0.388 1.228 1.974 0.2482 -0.1510 0.5123 0.201
H -1.221 -0.319 2.397 0.3409 0.4028 -0.5732 0.207
H 1.183 -0.132 0.843 -0.4113 0.5839 0.0250 0.393
H 2.177 -3.334 0.902 -0.1594 -0.1146 0.0636 0.237
H 0.656 -2.993 0.015 0.0163 0.0036 0.4244 0.251
H 2.003 -1.889 -0.111 -0.1773 -0.3285 0.4017 0.194
```
Positions in Å, forces in eV/Å.

The frontier orbital gap comes out at 10.0150 eV. As for the lowest unoccupied orbital energy: 0.6 eV. The total energy is -497.0167 Ha. The highest occupied orbital energy is -0.3458 hartree. The value obtained for the energy above the lowest of the compared OMol25 structures with the same formula, charge and spin is 107.3 kJ/mol.

Please write out number 2 again, unchanged.
The following is a quantum chemistry calculation of a cluster of 3 separate species, C6H14N2O2 in total, from OMol25.

```
24
Properties=species:S:1:pos:R:3:forces:R:3:nbo_charge:R:1
C 4.511 -0.555 -0.195 -0.2652 -0.6561 0.0324 1.021
C -1.789 -1.232 -0.905 -1.3052 0.7773 -1.9876 -0.618
C -0.495 -1.737 1.270 0.6324 -0.9160 -1.4694 -0.599
C 1.582 1.958 -0.611 0.4776 -1.6710 -0.7781 -0.429
C -1.287 1.481 1.210 -0.9668 -3.4186 -1.4308 -0.564
C -0.551 -1.083 -0.149 2.9711 -1.5436 1.6223 -0.107
N 0.713 0.756 -0.847 -0.1075 1.1192 -1.8671 -0.414
N 0.171 0.119 0.179 -0.8542 2.8281 1.1933 -0.210
O 4.418 -0.472 -1.331 -0.0238 0.5659 -1.9640 -0.513
O 4.574 -0.739 0.931 0.2436 0.1026 1.9281 -0.508
H -1.687 -0.787 -1.940 -0.0161 -0.5370 0.8502 0.200
H -1.957 -2.324 -1.040 -0.2778 0.8241 0.1572 0.226
H -2.612 -0.700 -0.471 -0.8315 -0.0932 0.4337 0.209
H 0.395 -2.432 1.357 -1.1548 0.6195 -0.1648 0.210
H -1.429 -2.261 1.341 -0.3787 -0.5023 1.0525 0.194
H -0.308 -0.918 1.947 -0.5259 -0.2369 0.5131 0.235
H 2.429 1.850 -1.345 -0.7669 0.3661 0.6572 0.207
H 1.131 2.952 -0.731 -0.3315 -0.3981 0.0485 0.196
H 2.013 1.861 0.390 -0.2480 -0.0101 -0.1372 0.218
H -0.674 2.259 1.456 1.7254 1.7601 0.7565 0.169
H -2.102 1.773 0.543 0.2150 -0.2854 0.0276 0.173
H -1.570 0.778 2.000 0.0564 0.5379 -0.1970 0.186
H 0.088 -1.675 -0.818 0.8999 0.2305 0.3670 0.186
H 0.079 0.780 -1.666 0.8326 0.5373 0.3564 0.332
```
Positions in Å, forces in eV/Å.

The frontier orbital gap (spin up / spin down) comes out at 7.8556 / 7.7771 eV. As for the lowest unoccupied orbital energy (spin up / spin down): 0.6 / 0.6 eV. The total energy is -496.8578 Ha. The highest occupied orbital energy (spin up / spin down) is -0.2668 / -0.2637 hartree. The value obtained for the energy above the lowest of the compared OMol25 structures with the same formula, charge and spin is 524.4 kJ/mol.

Question: Which of these has the highest energy above the lowest of the compared OMol25 structures with the same formula, charge and spin?
Answer: number 2